[1]
Formula: C14H21N3O3
Source: OMol25
Level of theory: ωB97M-V/def2-TZVPD

Structure (XYZ):
```
41
Properties=species:S:1:pos:R:3:forces:R:3:mulliken_charge:R:1
C 1.669026 2.516165 4.278710 -0.23 -0.08 -0.06 -1.355
H 1.760406 1.851412 5.133919 0.08 -0.03 0.12 0.306
C 0.560586 2.063611 3.334391 0.36 0.04 -0.14 -0.377
H 0.455766 2.803192 2.540964 -0.08 -0.02 0.09 0.382
H -0.386462 2.025534 3.875836 -0.12 -0.01 -0.04 0.339
C 0.831783 0.688112 2.713950 -0.36 0.01 0.04 0.305
C 0.648841 -0.422661 3.747137 0.25 0.09 -0.18 -1.609
H 1.332788 -0.279789 4.578680 0.03 0.00 0.13 0.456
H -0.369601 -0.413265 4.127224 -0.16 -0.02 0.06 0.357
H 0.839127 -1.398737 3.310295 0.00 -0.09 0.08 0.401
H 1.864170 0.663285 2.342933 0.04 0.03 -0.01 0.374
C -0.110123 0.430493 1.517904 -0.01 -0.08 -0.03 -0.108
N 0.016826 -0.930786 1.044172 -0.03 0.03 0.23 -0.222
C -0.980068 -1.418501 0.227990 0.51 -0.41 0.34 0.584
O -2.097316 -0.947079 0.206238 -0.41 0.32 -0.16 -0.679
N -0.626587 -2.541967 -0.473021 0.12 -0.25 -0.07 -0.287
H 0.357127 -2.730487 -0.593345 -0.04 0.07 0.04 0.264
C -1.462525 -2.960091 -1.585890 -0.12 0.17 0.01 -1.032
C -1.182995 -2.081665 -2.781060 -0.26 0.06 0.07 0.723
N -0.180101 -2.455590 -3.565531 0.11 -0.44 0.22 -0.589
C 0.150884 -1.678448 -4.582140 0.11 0.23 -0.26 -0.261
C -0.488397 -0.482397 -4.867168 -0.04 0.01 0.05 -0.427
C -1.529098 -0.084939 -4.040632 0.05 -0.08 -0.01 -0.536
C -1.886851 -0.896989 -2.978240 0.02 0.01 -0.11 -0.261
H -2.678465 -0.623028 -2.299282 -0.07 0.01 0.08 0.392
H -2.052129 0.842975 -4.222744 -0.05 0.06 -0.01 0.439
H -0.180171 0.120116 -5.707745 0.04 0.02 -0.08 0.387
H 0.971600 -2.035770 -5.191337 0.04 0.06 -0.11 0.395
H -1.234177 -4.001032 -1.817969 -0.08 0.11 -0.03 0.415
H -2.501081 -2.856283 -1.268245 0.10 -0.12 -0.05 0.369
H 0.961763 -1.210551 0.824726 -0.10 -0.01 -0.05 0.309
C 0.142387 1.413343 0.375836 -0.13 0.02 0.03 0.182
O -0.110219 2.588061 0.393508 -0.04 0.08 -0.06 -0.642
O 0.694035 0.798592 -0.681414 0.07 -0.24 0.07 -0.234
C 0.923951 1.608490 -1.825231 0.03 0.34 -0.20 -0.721
H 1.221510 0.932027 -2.622907 -0.02 0.02 0.05 0.214
H 0.011978 2.143287 -2.095388 0.08 -0.04 -0.02 0.328
H 1.712738 2.335371 -1.620855 -0.06 -0.03 -0.04 0.288
H -1.150456 0.566597 1.835013 0.19 0.07 -0.05 0.397
H 1.454119 3.514943 4.650058 0.05 0.09 0.08 0.399
H 2.625412 2.544447 3.760661 0.13 0.02 -0.03 0.335
```
Positions in Å, forces in eV/Å.

Calculated values
Net charge: 0
HOMO-LUMO gap, eV: 9.962
ΔE to the lowest compared entry with this formula, charge and spin, eV: 0.769
Electronic energy, eV: -25472.9066
Lowest unoccupied orbital energy, eV: 0.709
Structure (SMILES): CC[C@@H](C)[C@H](NC(=O)NCc1ccccn1)C(=O)OC

[2]
Formula: C14H21N4OPS2Zn
Source: OMol25
Level of theory: ωB97M-V/def2-TZVPD

Structure (XYZ):
```
44
Properties=species:S:1:pos:R:3:forces:R:3:mulliken_charge:R:1
Zn 1.869862 0.824776 -0.922903 0.06 -0.18 0.06 -0.251
S 2.690342 -1.332126 -1.334656 -0.05 0.04 0.06 -0.269
C 2.517566 -1.213322 0.395505 0.02 0.03 -0.10 0.499
N 2.087078 -0.070157 0.901016 0.02 0.05 -0.01 -0.022
C 1.973026 -0.112640 2.289923 0.00 -0.02 -0.07 -0.179
C 1.553189 0.921696 3.120393 0.00 0.01 0.07 -0.579
C 1.506832 0.687981 4.481677 0.00 0.01 -0.03 -0.676
C 1.873127 -0.551774 5.014198 0.00 -0.01 0.01 -0.513
C 2.291816 -1.584452 4.196862 0.00 -0.01 0.00 -0.537
C 2.334261 -1.352076 2.826626 -0.01 0.01 0.00 1.001
S 2.821246 -2.444166 1.551370 -0.02 0.05 0.01 -0.148
H 1.290662 1.890222 2.713712 0.00 0.00 -0.02 0.397
H 1.193624 1.479750 5.148185 0.00 0.00 0.00 0.407
H 1.835639 -0.703294 6.083921 0.00 0.00 0.00 0.414
H 2.583362 -2.539466 4.612077 0.00 0.00 0.01 0.428
C 2.890549 3.790098 -1.038379 0.02 0.04 0.04 -0.501
O 2.890714 2.415597 -1.524710 -0.03 0.02 -0.02 -0.241
H 3.878776 4.040585 -0.662713 0.00 -0.01 0.00 0.291
H 2.170874 3.841924 -0.227184 -0.01 -0.01 -0.01 0.215
H 2.600360 4.457159 -1.845379 0.01 -0.01 -0.01 0.284
H 3.660136 2.255246 -2.085414 -0.01 0.00 0.01 0.289
C -2.214818 -2.194732 -1.996021 0.00 0.01 -0.05 -0.752
N -2.139164 -1.693260 -0.537981 -0.01 -0.03 0.01 0.068
C -3.288442 -0.691062 -0.318530 -0.03 0.00 0.03 -0.764
N -3.224835 0.356586 -1.272619 0.00 0.01 -0.05 0.155
C -3.292168 -0.178012 -2.634418 0.00 0.00 0.00 -0.832
N -2.189200 -1.100952 -2.900994 0.01 0.00 0.02 0.161
C -0.891762 -0.430694 -2.967627 -0.03 -0.03 -0.05 -0.930
P -0.500048 0.383368 -1.356644 -0.02 -0.01 0.09 1.326
C -0.811038 -1.067995 -0.244481 0.06 0.05 -0.05 -1.352
C -2.102222 1.270620 -1.074381 -0.01 0.04 -0.04 -0.856
H -3.152994 -2.743122 -2.076358 0.00 0.00 0.01 0.357
H -1.371522 -2.867580 -2.147072 0.00 0.00 0.01 0.392
H -2.273172 -2.490452 0.087781 0.00 0.00 0.00 0.361
H -3.200646 -0.320174 0.702039 0.00 -0.01 0.00 0.378
H -4.211264 -1.259760 -0.430352 0.01 -0.01 0.00 0.367
H -3.262086 0.641478 -3.349596 0.00 0.00 0.00 0.372
H -4.235814 -0.709774 -2.757607 0.00 0.00 0.00 0.320
H -0.908327 0.316498 -3.762450 -0.01 0.00 0.00 0.424
H -0.105994 -1.149524 -3.208058 0.00 0.01 0.02 0.473
H -0.793066 -0.755968 0.801077 0.02 -0.01 0.00 0.511
H -0.024655 -1.807286 -0.410223 -0.02 -0.02 0.03 0.626
H -2.188930 2.103304 -1.773583 0.01 0.00 0.01 0.448
H -2.130884 1.686930 -0.066032 0.01 0.00 0.00 0.440
```
Positions in Å, forces in eV/Å.

Calculated values
Net charge: +2
HOMO-LUMO gap, eV: 8.206
ΔE to the lowest compared entry with this formula, charge and spin, eV: 0.000
Electronic energy, eV: -102230.5387
Lowest unoccupied orbital energy, eV: -5.629

[3]
Formula: C14H21N7
Source: OMol25
Level of theory: ωB97M-V/def2-TZVPD

Structure (XYZ):
```
42
Properties=species:S:1:pos:R:3:forces:R:3:mulliken_charge:R:1
C 2.192023 -1.248486 -3.059389 -1.10 1.62 0.35 -0.500
C 2.313780 -2.414055 -3.845728 0.20 3.55 2.61 0.310
N 2.443352 -3.274300 -4.530009 0.54 -4.92 -3.57 -0.422
H 2.062732 -0.393914 -3.723544 0.38 0.10 -0.19 0.356
H 3.002450 -1.043739 -2.359836 -0.27 -0.34 0.04 0.343
H 1.196158 -1.286461 -2.617894 0.21 0.04 0.76 -0.150
C 0.046306 6.074904 0.498663 -0.27 0.25 0.63 -1.054
C 0.175943 4.810644 -0.175601 0.11 -2.33 -0.93 0.026
N 0.266614 3.755695 -0.657014 -0.13 1.82 0.58 -0.180
H 1.025018 6.546709 0.585926 -0.20 0.30 -0.27 0.336
H -0.304964 5.900431 1.515652 0.05 -0.19 0.12 0.299
H -0.738184 6.668403 0.029146 0.39 0.27 -0.21 0.395
C 1.643234 2.407769 1.868821 0.44 -0.43 -1.05 -0.055
C 1.683804 3.174680 3.068439 -0.61 0.03 0.59 -0.021
N 1.668570 3.790528 4.031222 0.18 0.49 0.57 -0.406
H 1.965546 1.381189 2.043040 0.00 0.01 0.02 0.393
H 2.342981 2.901211 1.194315 0.02 -0.28 -0.31 0.342
H 0.668216 2.400652 1.381591 0.07 0.08 0.36 -0.377
C -1.189014 -3.753889 -3.365661 1.93 -0.45 1.02 -0.460
C -2.027102 -3.550522 -4.506162 -2.70 0.55 -3.77 0.186
N -2.652688 -3.364731 -5.495713 2.14 -0.69 3.56 -0.423
H -0.261855 -4.244771 -3.661484 0.22 0.16 -0.70 0.229
H -1.446943 -4.450380 -2.567856 -1.18 0.27 -0.12 0.482
H -0.854536 -2.817542 -2.919022 -0.44 0.16 -0.02 -0.009
C 1.514119 -4.379273 -0.400811 -0.60 0.04 0.01 -0.755
C 1.654109 -2.988482 -0.049182 1.49 5.26 1.62 -0.662
N 1.850262 -1.847328 0.237392 -0.95 -4.56 -1.20 0.119
H 0.564898 -4.689259 0.036202 -0.11 -0.34 -0.19 0.292
H 2.310264 -4.998308 0.012785 0.10 0.14 -0.17 0.542
H 1.463632 -4.399843 -1.489452 0.05 -0.49 -0.03 0.211
C -3.213451 0.396484 5.753388 1.08 0.31 -1.79 -0.835
C -2.455649 0.600592 4.448802 -1.28 -0.11 2.94 -1.328
N -1.965454 0.831999 3.452014 0.84 0.23 -1.58 0.922
H -2.635867 0.698144 6.627163 0.25 -0.16 -0.22 0.373
H -3.434826 -0.670790 5.757731 -0.48 0.19 0.39 0.334
H -4.059298 1.079298 5.673375 -0.37 -0.45 0.14 0.268
C -1.134294 0.611445 0.023725 0.54 -0.35 -1.23 0.089
C -1.179860 0.030174 -1.343380 -1.15 -2.04 -4.00 0.103
N -1.252540 -0.478754 -2.425290 0.54 2.25 4.68 -0.379
H -0.506295 -0.095001 0.566535 0.00 0.28 0.46 0.076
H -2.100026 0.756178 0.508004 0.04 -0.25 -0.26 0.423
H -0.641166 1.572698 -0.120904 0.06 0.02 0.37 -0.437
```
Positions in Å, forces in eV/Å.

Calculated values
Net charge: -1
HOMO-LUMO gap (alpha / beta), eV: 1.788 / 11.651
ΔE to the lowest compared entry with this formula, charge and spin, eV: 0.638
Electronic energy, eV: -25285.4839
Lowest unoccupied orbital energy (alpha / beta), eV: 2.543 / 2.747
<S²>: 0.75
Spin multiplicity: 2